# 1
11
Properties=species:S:1:pos:R:3 method="wB97M-V/def2-TZVPD" total_charge=+1 e_lumo_ev=-6.2048
C -0.50043 -0.58195 -0.02940
C 0.79744 -1.22947 0.06204
C 0.75164 0.27122 -0.01381
C -1.80436 0.48508 0.11187
N -1.68731 -0.91289 -0.07117
H 0.94155 -1.81011 0.91386
H 1.13926 -1.58685 -0.84224
H 0.92166 0.90133 0.75353
H 0.93813 0.65217 -0.99318
H -2.22878 0.85450 1.04424
H -1.88107 1.19089 -0.78376

***

# 2
12
Properties=species:S:1:pos:R:3 method="wB97M-V/def2-TZVPD" smiles="[H]/N=C/C=C=CN" e_lumo_ev=0.7492
H -1.16899 -2.83251 0.21629
N -0.75349 -1.90101 0.20340
C -1.66666 -1.01331 0.18040
C -1.34369 0.43359 0.15874
C -0.13195 0.84560 -0.14069
C 1.10805 0.89957 -0.57740
N 2.27010 0.77686 0.14507
H -2.73860 -1.25669 0.19949
H -2.14551 1.12839 0.41184
H 1.24689 1.09149 -1.63901
H 3.15833 0.94105 -0.28863
H 2.24600 0.60458 1.13430

***

Number 1: orbital gap 0.3760 Eh. Number 2: orbital gap 0.3226 Eh.